Entry 1:
Below is one molecule with the formula C17H25ClN2O4S in a non-equilibrium geometry, with properties calculated with ωB97M-V with the def2-TZVPD basis set.

Each line ends with the natural charge from an NBO analysis.
Cartesian coordinates (Å):
1 C 0.350934 1.338858 -4.407813  -0.638
2 C -0.770480 0.993552 -3.439307  -0.074
3 O -0.408086 1.226994 -2.075421  -0.529
4 C 0.294226 0.270947 -1.460306  0.823
5 O 0.699324 -0.716151 -2.015429  -0.605
6 C 0.520001 0.591020 0.016478  -0.139
7 C 1.687463 1.605889 0.117711  -0.406
8 C 2.961430 1.106352 -0.499307  -0.077
9 C 3.178788 1.262270 -1.863747  -0.132
10 C 4.320954 0.783866 -2.477085  -0.225
11 C 5.288860 0.141538 -1.724553  -0.198
12 C 5.114370 -0.000398 -0.360553  -0.226
13 C 3.961802 0.480869 0.239609  -0.024
14 Cl 3.819113 0.309113 1.957915  -0.003
15 C 0.839587 -0.709282 0.764151  -0.405
16 C -0.369920 -1.639845 0.781380  -0.240
17 N -1.504836 -0.959781 1.380248  -0.682
18 S -2.813630 -1.956789 1.664643  2.441
19 O -3.663550 -2.033731 0.514922  -0.948
20 O -2.332475 -3.177512 2.235134  -0.944
21 N -3.592002 -1.011238 2.815479  -0.668
22 C -4.991778 -1.346625 2.972933  -0.426
23 C -2.842910 -0.988013 4.051768  -0.429
24 C -1.892318 0.223704 0.642953  -0.239
25 C -0.737108 1.219310 0.634434  -0.393
26 H 0.668937 2.370065 -4.269707  0.207
27 H -0.005451 1.215534 -5.426605  0.221
28 H 1.196576 0.674106 -4.249857  0.225
29 H -1.642933 1.629003 -3.606264  0.192
30 H -1.049050 -0.059138 -3.552061  0.200
31 H 1.850906 1.830349 1.172717  0.234
32 H 1.380288 2.523929 -0.388052  0.225
33 H 2.433912 1.779205 -2.448618  0.202
34 H 4.457446 0.914396 -3.539813  0.216
35 H 6.182998 -0.239888 -2.192949  0.218
36 H 5.867988 -0.482240 0.242898  0.228
37 H 1.667714 -1.222274 0.274885  0.242
38 H 1.120492 -0.470184 1.789414  0.220
39 H -0.174795 -2.523377 1.389540  0.239
40 H -0.606144 -1.966666 -0.240114  0.196
41 H -5.496692 -0.530060 3.489551  0.204
42 H -5.409705 -1.467268 1.976954  0.238
43 H -5.131047 -2.275788 3.536821  0.185
44 H -1.813718 -0.744206 3.802955  0.228
45 H -2.866471 -1.959137 4.557326  0.195
46 H -3.258630 -0.222621 4.706160  0.204
47 H -2.764293 0.638546 1.150214  0.234
48 H -2.184531 -0.041668 -0.382864  0.192
49 H -1.028570 2.109639 0.077695  0.231
50 H -0.512984 1.504826 1.663536  0.211

Forces on the atoms, in the same order (eV/Å):
C -0.162 -0.075 0.370
C -0.013 -0.185 -0.531
O -0.038 0.348 0.102
C 0.053 -0.199 0.219
O -0.020 -0.061 -0.105
C 0.056 0.130 0.193
C -0.081 -0.115 -0.092
C 0.096 0.117 0.167
C 0.125 -0.028 0.038
C -0.017 0.019 -0.071
C -0.006 0.002 0.020
C 0.027 -0.043 0.017
C 0.056 0.029 -0.286
Cl 0.074 -0.033 0.295
C -0.324 -0.085 -0.213
C 0.467 -0.519 -0.037
N -0.737 -0.546 0.394
S 0.039 0.615 0.288
O -0.181 0.118 -0.066
O 0.236 -0.049 0.116
N 0.526 -0.423 -0.819
C -0.314 -0.154 -0.202
C 0.255 -0.011 0.359
C -0.188 0.675 -0.162
C -0.124 -0.234 -0.116
H 0.036 0.099 -0.033
H -0.021 0.005 -0.129
H 0.066 -0.027 -0.033
H 0.087 -0.112 0.040
H -0.042 0.176 0.039
H -0.111 0.050 -0.040
H 0.010 0.034 0.044
H -0.121 0.059 -0.087
H 0.006 0.015 -0.099
H 0.087 -0.031 -0.035
H 0.040 -0.030 0.072
H 0.021 -0.006 0.086
H 0.031 0.028 0.000
H 0.150 0.025 -0.143
H 0.041 -0.018 0.060
H 0.028 -0.023 -0.010
H -0.240 0.028 0.094
H -0.039 0.019 0.030
H 0.070 0.073 0.256
H -0.017 0.045 0.070
H 0.006 0.020 -0.015
H 0.048 0.153 -0.180
H -0.004 0.055 0.029
H 0.011 0.014 0.065
H 0.053 0.056 0.041

2S+1   1
LUMO   0.654 eV
ΔE to the lowest compared entry with this formula, charge and spin   20.5 kJ/mol
Structure (SMILES)   CCOC(=O)C1(Cc2ccccc2Cl)CCN(S(=O)(=O)N(C)C)CC1
E   -1931.6624 Ha


Entry 2:
Below is C17H25ClN2SSn as an isolated structure in a non-equilibrium geometry, with properties calculated with ωB97M-V with the def2-TZVPD basis set.

Each line ends with the natural charge from an NBO analysis.
Cartesian coordinates (Å):
1 C -0.093362 0.278047 -4.941339  0.099
2 C 1.297591 0.808666 -5.218235  -0.646
3 C -0.330034 -1.109863 -5.494782  -0.646
4 C -1.215217 1.248271 -5.248492  -0.647
5 Cl -0.100138 0.160843 -3.136779  -0.143
6 H -0.318041 -1.120072 -6.616252  0.264
7 H -1.306668 -1.479607 -5.164182  0.227
8 H 0.455202 -1.787222 -5.142642  0.227
9 H 1.493416 1.002022 -6.312874  0.260
10 H 2.041166 0.074555 -4.864878  0.224
11 H 1.450636 1.748225 -4.662105  0.226
12 H -1.309719 1.489952 -6.347816  0.261
13 H -1.052090 2.188186 -4.695528  0.226
14 H -2.172104 0.812990 -4.913369  0.226
15 C 1.525767 -1.692920 2.293617  -0.180
16 C 0.781708 -2.713770 1.635665  -0.200
17 C 0.928349 -2.541407 0.263599  -0.303
18 H 0.255505 -3.501884 2.127993  0.253
19 C 1.772486 -1.377298 0.023958  -0.384
20 C 2.148096 -0.858196 1.348730  -0.316
21 H 2.837988 -0.049582 1.497312  0.238
22 H 1.671699 -1.622648 3.389259  0.243
23 H 0.525571 -3.170033 -0.551755  0.267
24 H 2.184808 -1.047290 -0.956435  0.287
25 C -2.319534 0.351805 1.850528  -0.299
26 C -2.327947 -0.997086 2.324298  -0.132
27 C -2.437395 -1.889807 1.240438  -0.257
28 H -2.312017 -1.318555 3.386767  0.251
29 C -2.473941 -1.118129 0.022401  -0.304
30 C -2.392040 0.292801 0.425120  -0.381
31 H -2.563450 1.114182 -0.270016  0.279
32 H -2.327503 1.213561 2.444875  0.226
33 H -2.538217 -2.984799 1.287088  0.263
34 H -2.565885 -1.479850 -1.016434  0.273
35 Sn -0.122439 0.001556 -0.228706  1.600
36 S 0.543630 2.307862 1.213826  -0.182
37 C 0.730152 1.923936 2.875068  0.354
38 N 1.866522 1.571966 3.492870  -0.545
39 C 1.762951 1.478329 4.932385  -0.231
40 C 0.281839 1.785122 5.159573  -0.237
41 N -0.218873 1.968459 3.831381  -0.548
42 H 2.770835 1.434913 2.979619  0.443
43 H 2.436200 2.201924 5.405417  0.241
44 H 2.022684 0.474902 5.278874  0.223
45 H 0.110429 2.690053 5.761093  0.239
46 H -0.214229 0.936592 5.663691  0.227
47 H -1.184370 2.300282 3.627163  0.439

Forces on the atoms, in the same order (eV/Å):
C 0.137 0.491 -2.274
C 0.789 0.354 -0.626
C -0.068 -0.413 -0.325
C -0.589 0.556 -0.484
Cl -0.194 -0.557 2.571
H 0.035 0.284 0.973
H 0.180 -0.040 -0.136
H -0.177 0.015 -0.144
H -0.462 -0.268 1.083
H -0.198 0.320 -0.237
H 0.022 -0.287 -0.372
H 0.332 -0.421 1.121
H -0.109 -0.269 -0.365
H 0.307 0.235 -0.225
C 1.660 1.494 -0.025
C 0.465 0.172 -1.983
C -1.050 -1.334 0.332
H -0.288 -0.277 0.091
C -0.448 1.908 -0.441
C -0.915 -1.311 0.545
H 0.021 0.020 0.033
H -0.213 0.009 -0.888
H 0.276 0.386 0.725
H 0.255 -0.789 0.899
C 0.119 -2.568 -0.717
C -0.470 1.297 0.253
C -0.204 0.422 -2.571
H -0.019 0.406 -0.903
C 0.388 -2.389 1.299
C 0.828 1.004 0.175
H -0.467 -0.025 0.320
H -0.033 0.894 0.420
H 0.226 0.755 0.008
H -0.235 0.215 0.767
Sn 0.019 -0.113 1.649
S -0.120 -0.192 -0.841
C 0.160 -0.969 2.020
N 1.507 0.057 -2.200
C 0.378 -0.004 0.502
C -0.291 -0.191 1.534
N -1.585 0.862 -2.215
H -1.528 0.462 0.809
H -0.172 -0.178 -0.035
H 0.056 0.135 -0.054
H 0.127 -0.308 -0.148
H 0.073 0.442 -0.234
H 1.473 -0.295 0.314

2S+1   1
LUMO (alpha / beta)   -9.607 / -9.606 eV
Total charge   +2
E   -1844.2712 Ha


Entry 3:
Below is C17H25ClOPd as an isolated structure in a non-equilibrium geometry, with properties calculated with ωB97M-V with the def2-TZVPD basis set.

Each line ends with the natural charge from an NBO analysis.
Cartesian coordinates (Å):
1 C 0.230258 0.872445 -5.339257  0.676
2 C 1.601638 1.377554 -5.297719  -0.772
3 C -0.013227 -0.537174 -5.641630  -0.771
4 C -0.888211 1.814079 -5.331808  -0.772
5 Cl 0.093936 0.382631 -1.877771  -0.642
6 H -0.030323 -0.714532 -6.731655  0.329
7 H -0.977694 -0.862121 -5.230772  0.271
8 H 0.772060 -1.169664 -5.208353  0.271
9 H 1.959981 1.644397 -6.307825  0.330
10 H 2.282873 0.621880 -4.885815  0.271
11 H 1.666853 2.274194 -4.668186  0.274
12 H -1.107911 2.181500 -6.349994  0.330
13 H -0.661230 2.682995 -4.701011  0.274
14 H -1.796064 1.337008 -4.940733  0.271
15 C 1.833284 -0.959923 2.428902  -0.073
16 C 1.074199 -1.993763 1.770585  -0.190
17 C 1.347514 -1.932686 0.352007  -0.280
18 H 0.446968 -2.722045 2.246898  0.244
19 C 2.239067 -0.775568 0.146806  -0.205
20 C 2.486919 -0.193659 1.417136  -0.168
21 H 3.026588 0.704694 1.634125  0.253
22 H 2.289785 -1.051521 3.435881  0.253
23 H 1.116908 -2.700465 -0.372622  0.273
24 H 2.733848 -0.544613 -0.785162  0.269
25 C -2.093551 0.917971 1.945018  -0.153
26 C -2.092854 -0.438101 2.414883  -0.136
27 C -2.090529 -1.308641 1.274592  -0.229
28 H -2.343489 -0.818511 3.399908  0.245
29 C -2.255300 -0.468452 0.075102  -0.287
30 C -2.255696 0.919928 0.526799  -0.153
31 H -2.430720 1.777814 -0.094720  0.263
32 H -1.942973 1.794506 2.526367  0.242
33 H -2.065924 -2.370473 1.329679  0.254
34 H -2.566644 -0.834577 -0.887304  0.274
35 Pd -0.165139 -0.484636 0.329465  0.827
36 C 0.129536 1.434535 4.900262  -0.726
37 C 0.053411 0.135270 4.223948  0.682
38 C -0.050502 -1.142598 4.936479  -0.755
39 O 0.187176 0.225221 2.983647  -0.629
40 H 0.170799 1.373178 5.977086  0.249
41 H -0.726518 2.013907 4.504399  0.258
42 H 1.013922 1.936004 4.450553  0.269
43 H -0.118624 -2.011153 4.256714  0.232
44 H 0.850923 -1.257089 5.572181  0.281
45 H -0.935341 -1.129745 5.592896  0.277

Forces on the atoms, in the same order (eV/Å):
C 0.071 0.279 -1.789
C 0.372 -0.025 1.263
C -0.126 -0.627 1.151
C -0.392 0.112 1.248
Cl -0.013 0.156 -0.629
H 0.053 0.315 0.141
H 0.124 0.097 -0.319
H -0.073 0.132 -0.320
H -0.318 -0.125 0.058
H -0.090 0.119 -0.327
H -0.014 -0.065 -0.342
H 0.254 -0.227 0.066
H 0.003 -0.069 -0.341
H 0.132 0.081 -0.323
C 1.440 -1.424 -0.319
C 0.738 0.160 -0.983
C 1.627 0.402 1.201
H 0.066 -0.265 0.080
C -0.315 -1.101 1.002
C -0.617 -0.500 -0.627
H 0.424 0.178 -0.143
H -0.935 0.307 -0.615
H -0.015 0.061 -0.006
H -0.274 0.233 0.074
C -0.363 -1.299 -0.788
C -1.150 0.122 -1.268
C -0.420 1.958 -0.501
H 0.606 0.348 0.052
C -0.593 0.172 1.543
C -0.093 -1.616 0.602
H 0.198 0.149 -0.117
H -0.196 0.461 0.409
H -0.315 -0.580 -0.149
H 0.103 0.079 -0.152
Pd -0.101 0.960 -0.409
C 0.051 0.699 -0.235
C 0.855 0.905 -1.726
C -0.087 -0.943 0.239
O -0.204 -0.258 1.547
H -0.122 0.295 0.229
H 0.235 -0.044 0.637
H -0.422 -0.174 0.614
H 0.020 0.522 0.365
H -0.493 0.058 -0.094
H 0.370 -0.016 0.000

2S+1   5
LUMO (alpha / beta)   -7.568 / -8.905 eV
⟨S²⟩   6.0224
Total charge   +2
ΔE to the lowest compared entry with this formula, charge and spin   41.7 kJ/mol
E   -1325.2516 Ha